Entry 1:
{"formula": "CH2Cl3Fe", "method": "wB97M-V/def2-TZVPD", "elements": ["Fe", "Cl", "C", "Cl", "Cl", "H", "H"], "coordinates": [[1.101505, 1.168866, -3.067812], [-0.070313, 0.699733, -1.717257], [-0.134171, -0.308194, 0.828435], [0.393254, -1.926160, 1.303395], [-1.321070, 0.296974, 2.041185], [0.735958, 0.337751, 0.711259], [-0.705163, -0.268970, -0.099206]], "forces_ev_per_angstrom": [[4.707, 1.937, -5.629], [-4.390, -1.080, 3.626], [-0.448, -1.631, 3.711], [-0.227, 1.061, -0.909], [0.897, 0.071, -1.114], [0.000, 0.276, 0.294], [-0.539, -0.634, 0.021]], "nbo_charge": [1.511, -0.457, -0.495, 0.340, 0.469, 0.310, 0.322], "charge": 2, "gap_ev": [9.676, 5.527], "total_energy_ha": -2682.66105, "homo_ev": [-20.269, -19.538], "relative_energy_kcal_mol": 50.9, "spin_multiplicity": 6}

Entry 2:
{"formula": "C6H9N2PS2", "method": "wB97M-V/def2-TZVPD", "elements": ["C", "C", "C", "C", "C", "C", "N", "N", "P", "S", "S", "H", "H", "H", "H", "H", "H", "H", "H", "H"], "coordinates": [[3.029462, -0.221858, -0.160638], [2.378976, 0.951367, -0.253201], [2.415219, -1.315201, 0.453539], [1.111577, 1.132894, 0.345354], [1.200038, -1.121087, 1.087814], [0.606181, 0.088157, 1.074924], [-1.383199, 0.757158, -1.521695], [-3.432045, 0.974316, 0.159969], [-1.995812, 0.149231, -0.211118], [-2.633643, -1.921881, -0.230117], [-1.048245, 0.251283, 1.717785], [4.007738, -0.355850, -0.584095], [2.661176, 1.623429, -0.965472], [2.948957, -2.346404, 0.418963], [0.533693, 1.982245, 0.229417], [0.693225, -1.925904, 1.555847], [-0.417634, 0.724407, -1.778291], [-4.392880, 0.622895, 0.020248], [-3.351291, 1.932920, 0.206555], [-2.931498, -1.982116, -1.565794]], "forces_ev_per_angstrom": [[0.578, -2.120, 0.409], [-2.890, 0.215, 1.024], [1.373, -1.425, 0.195], [2.380, -1.437, -0.070], [1.364, -1.754, -0.183], [-1.560, 1.278, -0.045], [-0.867, -0.366, 1.512], [-0.301, -3.211, -0.147], [-1.277, 0.665, -0.821], [0.122, 0.584, -0.465], [-0.234, 0.065, -0.691], [0.176, 0.021, -0.367], [1.222, 2.204, -1.370], [-1.166, 1.946, 0.235], [-0.770, 1.728, -0.292], [-0.289, -0.725, 0.377], [0.426, -0.358, 0.046], [1.318, 0.095, 0.030], [0.155, 2.352, -0.009], [0.239, 0.241, 0.633]], "nbo_charge": [-0.205, -0.211, -0.189, -0.200, -0.228, -0.177, -1.281, -1.194, 1.575, -0.337, -0.030, 0.216, 0.210, 0.223, 0.226, 0.226, 0.395, 0.421, 0.398, 0.162], "gap_ev": 9.477, "total_energy_ha": -1481.28712, "homo_ev": -9.026, "smiles": "N=[P@@](N)(S)Sc1ccccc1", "relative_energy_kcal_mol": 0.0, "spin_multiplicity": 1}

Entry 3:
{"formula": "C6H10N", "method": "wB97M-V/def2-TZVPD", "elements": ["C", "C", "C", "C", "C", "C", "N", "H", "H", "H", "H", "H", "H", "H", "H", "H", "H"], "coordinates": [[0.440336, 1.320407, -0.032199], [0.542507, 2.665050, -0.188647], [0.658372, 0.246243, 1.050335], [-0.228303, 0.415098, -0.819259], [-0.096340, -0.800463, 0.043568], [0.551969, -2.096392, -0.333227], [-1.542382, -0.703787, 0.269050], [0.110985, 3.012244, -1.155055], [0.704107, 3.513035, 0.598158], [1.621275, 0.009562, 1.356014], [0.035296, 0.321120, 1.888902], [-0.881790, 0.480759, -1.674107], [-0.163714, -2.799448, -0.809540], [1.005851, -2.615409, 0.512083], [1.324251, -1.900253, -1.144937], [-1.822116, 0.155761, 0.676046], [-2.260304, -1.223526, -0.237186]], "forces_ev_per_angstrom": [[0.770, 1.670, 2.302], [-1.585, 1.128, 0.435], [-1.941, -0.451, -1.783], [-0.748, -2.377, -2.263], [0.657, 1.574, 0.021], [0.206, -0.546, -1.598], [0.835, -0.289, 0.233], [0.584, 0.026, 0.745], [0.495, -2.075, -1.499], [1.876, -0.522, 0.199], [-0.725, 0.551, 1.425], [0.199, 0.268, -0.451], [0.247, 0.452, 0.345], [-0.034, 0.210, -0.049], [-0.721, -0.223, 1.243], [-0.734, 0.427, 0.780], [0.618, 0.176, -0.085]], "nbo_charge": [-0.178, -0.123, -0.384, 0.136, 0.080, -0.638, -0.681, 0.221, 0.263, 0.253, 0.231, 0.237, 0.244, 0.255, 0.251, 0.401, 0.432], "charge": 1, "gap_ev": [8.012, 8.012], "total_energy_ha": -288.98192, "homo_ev": [-14.082, -14.082], "relative_energy_kcal_mol": 63.4, "spin_multiplicity": 1}

Repeat the third record exactly.
{"formula": "C6H10N", "method": "wB97M-V/def2-TZVPD", "elements": ["C", "C", "C", "C", "C", "C", "N", "H", "H", "H", "H", "H", "H", "H", "H", "H", "H"], "coordinates": [[0.440336, 1.320407, -0.032199], [0.542507, 2.665050, -0.188647], [0.658372, 0.246243, 1.050335], [-0.228303, 0.415098, -0.819259], [-0.096340, -0.800463, 0.043568], [0.551969, -2.096392, -0.333227], [-1.542382, -0.703787, 0.269050], [0.110985, 3.012244, -1.155055], [0.704107, 3.513035, 0.598158], [1.621275, 0.009562, 1.356014], [0.035296, 0.321120, 1.888902], [-0.881790, 0.480759, -1.674107], [-0.163714, -2.799448, -0.809540], [1.005851, -2.615409, 0.512083], [1.324251, -1.900253, -1.144937], [-1.822116, 0.155761, 0.676046], [-2.260304, -1.223526, -0.237186]], "forces_ev_per_angstrom": [[0.770, 1.670, 2.302], [-1.585, 1.128, 0.435], [-1.941, -0.451, -1.783], [-0.748, -2.377, -2.263], [0.657, 1.574, 0.021], [0.206, -0.546, -1.598], [0.835, -0.289, 0.233], [0.584, 0.026, 0.745], [0.495, -2.075, -1.499], [1.876, -0.522, 0.199], [-0.725, 0.551, 1.425], [0.199, 0.268, -0.451], [0.247, 0.452, 0.345], [-0.034, 0.210, -0.049], [-0.721, -0.223, 1.243], [-0.734, 0.427, 0.780], [0.618, 0.176, -0.085]], "nbo_charge": [-0.178, -0.123, -0.384, 0.136, 0.080, -0.638, -0.681, 0.221, 0.263, 0.253, 0.231, 0.237, 0.244, 0.255, 0.251, 0.401, 0.432], "charge": 1, "gap_ev": [8.012, 8.012], "total_energy_ha": -288.98192, "homo_ev": [-14.082, -14.082], "relative_energy_kcal_mol": 63.4, "spin_multiplicity": 1}